Entry from the OMol25 dataset: a cluster of 2 separate species, C24H47B2NO10 in total at a distorted geometry (ωB97M-V/def2-TZVPD).

Each line ends with the Mulliken charge.
CARTESIAN COORDINATES (ANGSTROEM)
C: 5.56170 -0.24519 -0.92368  -1.5896
C: 4.08643 -0.60863 -0.64063  -0.0178
C: 3.20281 -0.03967 -1.73689  -1.6260
C: 1.94847 -0.84023 -2.14707  1.0259
C: 2.40148 -2.25862 -2.55736  -2.0464
C: 0.75691 -0.98814 -1.16048  -1.0207
C: 0.88221 -0.69428 0.34752  0.0945
C: 1.10189 0.74533 0.93515  0.2525
O: 2.00018 1.45540 0.46606  -0.7030
O: 0.35188 1.02867 1.87133  -0.6400
O: -0.23244 -1.30215 0.98604  -0.3973
C: -1.44235 -0.75177 0.54984  0.0316
C: -2.55191 -1.11780 1.53697  -1.7764
O: -3.25011 0.00394 2.03062  -0.4283
C: -2.55915 0.76430 3.01521  -0.3072
C: -1.74527 -1.06697 -0.93689  -0.3312
B: -3.16916 -0.34759 -1.10853  0.5084
C: -3.47679 1.18484 -0.94536  -1.1490
O: -4.24503 -1.18859 -1.29819  -0.7271
B: -2.02247 -2.59340 -1.25417  0.9294
O: -2.23567 -3.49162 -0.25521  -0.7956
O: -1.90399 -3.03731 -2.57190  -0.5933
C: -3.04349 -3.23004 -3.41102  -0.2508
C: -3.14249 -2.10566 -4.42818  -0.9928
N: -0.57827 -0.61636 -1.79400  1.0703
C: -0.62847 0.67142 -2.55770  -1.5521
C: 0.21539 1.82869 -2.02159  1.0731
C: -0.55189 3.14900 -1.75054  -0.6591
C: 0.06268 3.90940 -0.57361  -0.4349
O: 0.18976 5.29208 -0.91153  -0.4554
C: 1.44487 5.82431 -0.54905  -0.7370
H: 5.59139 0.78464 -1.27941  0.3755
H: 6.17756 -0.33927 -0.03577  0.4260
H: 5.92890 -0.86477 -1.74168  0.3523
H: 3.85745 -0.20116 0.33942  0.1696
H: 4.04571 -1.69601 -0.57080  0.2997
H: 3.81759 -0.02679 -2.64486  0.6954
H: 2.95022 0.99783 -1.55897  0.1634
H: 1.64038 -0.40429 -3.09821  0.3081
H: 2.62117 -2.86622 -1.68200  0.4604
H: 1.57489 -2.76062 -3.06975  0.4409
H: 3.24995 -2.21511 -3.23182  0.4471
H: 0.67264 -2.07929 -1.12972  0.8341
H: 1.71777 -1.31524 0.67083  0.4362
H: -1.39749 0.34096 0.58716  0.8586
H: -3.30097 -1.81705 1.17576  0.3527
H: -2.04192 -1.62444 2.36070  0.6188
H: -2.37755 1.76268 2.62192  0.2345
H: -3.16623 0.82609 3.91700  0.3197
H: -1.58729 0.36085 3.28817  -0.0663
H: -2.67762 1.74960 -0.47612  0.1410
H: -4.34582 1.25528 -0.29170  0.3574
H: -3.73492 1.62981 -1.90972  0.4785
H: -4.92404 -0.78996 -1.85106  0.3077
H: -2.86921 -4.17498 -0.50052  0.3239
H: -2.86981 -4.14503 -3.97713  0.3934
H: -3.96580 -3.36092 -2.84780  0.2919
H: -3.82706 -2.35097 -5.23514  0.4341
H: -2.14900 -1.99477 -4.86510  0.2584
H: -3.38094 -1.14861 -3.96718  0.1131
H: -0.62279 -1.32419 -2.53060  0.7419
H: -1.62750 1.01781 -2.80920  0.8821
H: -0.22621 0.44611 -3.54544  0.5672
H: 0.97133 2.09333 -2.75931  0.5799
H: 0.77461 1.58938 -1.12085  -1.3506
H: -1.61725 2.98421 -1.61816  0.1613
H: -0.42807 3.80873 -2.60782  0.4086
H: 1.06012 3.52705 -0.35306  0.3323
H: -0.52288 3.79222 0.34023  0.2368
H: 1.41968 6.88816 -0.76660  0.2582
H: 2.26021 5.35922 -1.11030  0.2959
H: 1.63339 5.67910 0.51698  0.3403
O: -0.04132 0.58885 8.00146  -0.6032
C: 0.43320 -0.00034 7.07655  0.4353
C: 1.68158 -0.86617 7.07358  -0.4175
C: 1.98912 -0.99870 5.58287  -0.6078
C: 0.60300 -0.87746 4.96286  0.4814
O: -0.12566 -0.00232 5.84562  -0.2790
H: 1.43650 -1.82554 7.53161  0.2403
H: 2.47900 -0.38477 7.63185  0.3134
H: 2.49927 -1.92089 5.31126  0.3995
H: 2.60962 -0.16223 5.25979  0.2881
H: 0.08046 -1.83669 4.92030  0.1236
H: 0.62300 -0.44056 3.96473  -0.4089

Atoms 1-6, force components in eV/Å:
-0.8 0.1 -0.3
0.9 0.2 0.3
-0.2 -0.1 -0.5
0.8 -0.1 -0.1
-0.8 0.1 0.1
0.6 -0.7 0.1

Output
Gap between HOMO and LUMO   8.1 eV
Energy relative to the best compared isomer or geometry (same formula, charge and spin)   0.0 kcal per mole
Electronic energy   -1799.57940 Eh
SMILES   CCC[C@@H](C)[C@H]1[C@@H](C(=O)[O-])O[C@H](COC)[C@](B(C)O)(B(O)OCC)[N@H+]1CCCCOC.O=C1CCCO1
HOMO level   -8.25 eV